Below is C51H58HgNO9S2 as an isolated structure, with properties calculated with ωB97M-V with the def2-TZVPD basis set.

Structure (ORCA input):
```
! RIJCOSX wB97M-V def2-TZVPD def2/J DEFGRID3
* xyz -2 2
Hg 0.815 0.109 0.553
O 3.641 -1.952 -2.140
C 2.868 -1.510 -1.244
O 1.862 -0.779 -1.444
C 3.079 -1.917 0.161
C 4.037 -2.942 0.575
C 4.136 -3.414 1.853
C 3.188 -2.900 2.865
C 3.182 -3.350 4.222
C 2.338 -2.746 5.187
C 1.498 -1.728 4.816
C 1.485 -1.281 3.477
C 2.290 -1.835 2.479
N 2.322 -1.365 1.150
H 4.709 -3.425 -0.153
H 4.964 -4.141 2.149
H 3.896 -4.137 4.535
H 2.378 -3.169 6.187
H 0.832 -1.245 5.545
H 0.814 -0.454 3.302
C -2.706 6.042 0.459
C -2.294 5.025 -0.627
C -2.851 5.550 -1.928
O -2.775 3.763 -0.325
C -1.701 2.950 0.199
C -0.523 3.971 0.236
O -0.902 4.885 -0.797
C 0.879 3.495 0.133
O 0.967 2.371 0.914
C 1.431 3.430 -1.300
C 1.992 2.276 -1.753
C 2.583 2.198 -3.004
C 2.628 3.292 -3.833
C 2.219 4.565 -3.426
C 1.605 4.613 -2.153
C 1.853 4.573 0.723
C 1.545 5.916 0.728
C 2.451 6.888 1.140
C 3.711 6.514 1.592
C 3.995 5.140 1.716
C 3.060 4.207 1.277
C -1.760 1.566 -0.475
O -1.289 0.527 0.300
C -1.209 1.438 -1.904
C -1.019 0.128 -2.363
C -0.544 -0.128 -3.625
C -0.297 0.905 -4.544
C -0.590 2.211 -4.167
C -1.063 2.458 -2.877
C -3.314 1.308 -0.566
C -4.046 1.155 -1.758
C -5.437 0.912 -1.724
C -6.109 0.883 -0.510
C -5.393 1.142 0.671
C -4.038 1.360 0.615
H -3.775 6.083 0.547
H -2.353 7.029 0.126
H -2.267 5.811 1.446
H -3.912 5.734 -1.814
H -2.734 4.891 -2.775
H -2.309 6.423 -2.144
H -1.966 2.744 1.212
H -0.534 4.467 1.201
H 1.986 1.383 -1.157
H 2.974 1.296 -3.443
H 3.071 3.119 -4.812
H 2.422 5.442 -4.007
H 1.257 5.542 -1.698
H 0.626 6.289 0.283
H 2.134 7.922 1.160
H 4.378 7.245 1.940
H 4.927 4.704 2.078
H 3.199 3.147 1.428
H -1.179 -0.670 -1.684
H -0.251 -1.116 -3.927
H 0.161 0.690 -5.500
H -0.383 3.064 -4.746
H -1.181 3.473 -2.663
H -3.590 1.163 -2.710
H -6.026 0.826 -2.654
H -7.090 0.641 -0.428
H -5.792 1.019 1.681
H -3.544 1.413 1.563
O -0.328 1.502 3.046
H -0.816 1.077 2.308
H 0.199 2.150 2.485
O -0.617 -4.137 -2.894
S 0.849 -3.680 -2.940
C 1.553 -4.222 -1.345
C 1.354 -5.736 -1.425
C 1.770 -6.238 -2.831
C 1.735 -5.015 -3.785
H 0.977 -3.658 -0.566
H 2.584 -3.959 -1.319
H 0.295 -5.980 -1.248
H 1.933 -6.213 -0.646
H 1.083 -6.994 -3.197
H 2.760 -6.699 -2.782
H 1.206 -5.259 -4.731
H 2.728 -4.668 -3.959
C 0.352 -5.552 4.882
C -0.325 -4.765 3.756
C 0.162 -5.205 2.362
S -1.254 -5.513 1.249
O -2.211 -6.464 1.870
C -2.031 -3.842 1.236
C -3.086 -3.766 0.107
C -3.810 -2.408 0.138
H 0.208 -5.052 5.901
H 1.405 -5.669 4.699
H -0.114 -6.551 4.905
H -0.269 -3.645 3.778
H -1.410 -4.960 3.790
H 0.679 -6.165 2.482
H 0.786 -4.393 1.971
H -1.228 -3.101 1.008
H -2.419 -3.645 2.193
H -3.761 -4.650 0.285
H -2.570 -3.900 -0.872
H -4.265 -2.200 1.118
H -4.594 -2.396 -0.556
H -3.153 -1.557 -0.096
*
```

The value obtained for the relative energy (zero: lowest compared OMol25 entry of this formula, charge and spin) is 0.00 kJ/mol. As for the energy: -3659.8742 hartree. The HOMO-LUMO gap (spin up / spin down) is 4.660 / 7.572 eV.

Here are the Löwdin charges for atoms 1 to 99, given in e: 1.30, -0.06, -0.71, -0.14, -0.24, -0.06, -0.08, -0.17, -0.07, -0.16, -0.12, -0.05, -0.23, -0.02, 0.11, 0.11, 0.10, 0.08, 0.10, 0.06, 0.01, -0.61, 0.02, 0.00, -0.11, -0.17, -0.03, -0.45, -0.27, -0.10, -0.04, -0.07, -0.13, -0.08, 0.00, -0.13, -0.06, -0.09, -0.11, -0.07, -0.02, -0.42, -0.31, -0.12, -0.05, -0.07, -0.08, -0.09, -0.02, -0.11, 0.00, -0.08, -0.11, -0.08, -0.05, 0.07, 0.09, 0.09, 0.09, 0.08, 0.07, 0.13, 0.15, 0.06, 0.11, 0.09, 0.08, 0.09, 0.11, 0.09, 0.07, 0.10, 0.12, 0.10, 0.07, 0.09, 0.08, 0.07, 0.09, 0.10, 0.05, 0.10, 0.11, -0.15, -0.02, 0.02, -0.56, 0.94, -0.31, -0.25, -0.21, -0.32, 0.10, 0.05, 0.07, 0.10, 0.09, 0.10, 0.09